[1]
C6H10 | wB97M-V/def2-TZVPD

Results
- Max |F|: 2.5 eV Å⁻¹
- Charge: 0
- Spin multiplicity: 1
- HOMO level: -7.87 eV
- Gap between HOMO and LUMO: 0.3242 Ha

Last column: Löwdin charge in e.
Positions of all 16 atoms, in Å:
C  -0.181  0.129  0.819  -0.115
H  -0.511  2.521  -1.967  0.074
H  1.941  0.717  -1.500  0.108
C  -0.857  -0.603  1.839  -0.104
H  -0.273  0.935  -2.717  0.073
C  1.153  1.389  -1.135  -0.273
H  -0.611  -3.219  2.371  0.063
C  0.435  0.713  -0.046  -0.043
C  0.246  1.804  -2.300  -0.117
H  0.833  2.270  -3.100  0.068
H  1.674  2.268  -0.734  0.108
H  0.845  -2.195  2.082  0.035
H  -1.329  -1.595  1.670  0.013
H  -0.138  -2.792  0.689  0.062
C  -0.132  -2.453  1.732  -0.028
H  -0.592  -0.330  2.857  0.074


[2]
C5H7NO2S | wB97M-V/def2-TZVPD

Results
- Max |F|: 5.1 eV Å⁻¹
- Charge: 0
- Spin multiplicity: 1
- HOMO level: -8.58 eV
- SMILES string: CS/C=N/OC=C=CO
- Gap between HOMO and LUMO: 0.3233 Ha

Last column: Löwdin charge in e.
Positions of all 16 atoms, in Å:
C  -1.849  1.029  -0.701  -0.282
O  1.266  1.875  1.434  -0.091
C  -0.049  0.068  0.869  -0.641
H  0.691  -0.236  -1.718  0.086
S  -1.358  -0.578  0.112  0.965
H  -2.101  1.790  0.047  0.053
N  -0.062  1.356  1.122  0.012
C  2.181  1.690  0.526  -0.178
O  1.555  -1.675  -0.600  0.014
H  3.208  2.219  0.692  0.154
C  1.992  0.717  -0.428  0.034
C  1.254  -0.312  -0.852  -0.290
H  -0.930  1.089  -1.317  0.040
H  2.222  -1.751  -0.003  0.044
H  0.440  -0.638  1.430  0.073
H  -2.699  0.675  -1.223  0.007


[3]
CF3InLiNO4S3 | wB97M-V/def2-TZVPD

Results
- Max |F|: 6.7 eV Å⁻¹
- Charge: 0
- Spin multiplicity: 1
- HOMO level (alpha / beta): -8.55 / -8.53 eV
- Gap between HOMO and LUMO (alpha / beta): 0.1804 / 0.1798 Ha

Last column: Löwdin charge in e.
Positions of all 14 atoms, in Å:
O  -0.424  1.580  1.043  -0.422
O  -0.583  0.295  -1.040  -0.450
F  -3.158  -0.082  1.614  0.148
O  1.999  1.730  -0.780  -0.768
N  -0.282  -0.940  1.277  -0.409
S  4.125  -0.700  -0.906  0.427
F  -2.834  -1.265  -0.187  0.134
S  -0.815  0.178  0.444  0.496
C  -2.652  -0.077  0.388  -0.696
O  2.739  -1.643  -1.254  -0.957
S  2.296  1.248  0.691  0.718
Li  1.322  0.164  -1.721  0.653
F  -3.251  0.869  -0.324  0.158
In  1.517  -1.357  0.755  0.971


[4]
C32H24BaCl3N4O3 | wB97M-V/def2-TZVPD

Results
- Max |F|: 0.4 eV Å⁻¹
- Charge: -1
- Spin multiplicity: 1
- HOMO level: -4.51 eV
- Gap between HOMO and LUMO: 0.2427 Ha

Last column: Löwdin charge in e.
Positions of all 67 atoms, in Å:
N  0.660  1.682  -2.687  -0.088
C  2.425  -4.625  -2.568  -0.089
C  -2.519  -1.326  1.882  -0.208
O  -1.357  2.061  -0.620  -0.304
C  -2.905  -1.943  0.574  -0.201
H  -1.079  7.121  -1.878  0.081
C  -4.337  -3.278  -0.803  -0.068
C  1.454  1.031  -3.717  -0.245
Cl  1.917  4.178  1.106  0.702
C  -2.725  -1.056  4.248  -0.065
H  3.212  1.123  5.596  0.095
H  -5.234  -3.869  -0.939  0.104
Cl  3.662  3.886  6.211  0.595
H  -2.497  3.970  0.683  0.103
H  1.479  -0.815  -4.843  0.103
C  -1.251  3.293  -0.927  -0.426
H  1.435  1.599  -4.659  0.105
C  2.783  3.855  3.639  -0.158
H  -1.598  -2.134  -2.400  0.103
H  -3.202  -1.302  5.189  0.104
C  2.967  1.719  4.728  -0.162
C  3.098  3.095  4.754  -0.696
C  2.520  1.108  3.572  -0.591
Ba  0.290  0.084  -0.405  1.955
N  -2.070  -1.742  -0.446  0.055
C  -0.480  3.761  -2.046  -0.159
H  2.632  -4.647  -3.635  0.097
C  2.429  -5.667  -0.426  -0.117
H  -1.300  0.328  5.095  0.108
H  2.496  0.969  -3.384  0.118
C  -2.330  -2.309  -1.616  -0.117
C  -0.463  5.127  -2.368  -0.086
H  0.116  5.437  -3.234  0.098
N  1.099  -1.231  -2.800  -0.085
C  0.302  2.890  -2.899  -0.127
H  1.944  -2.643  -4.004  0.110
C  -1.125  6.072  -1.621  -0.135
H  -3.616  -3.536  -2.821  0.102
C  2.706  -5.730  -1.804  -0.137
H  -0.263  0.798  2.881  0.093
C  -3.450  -3.093  -1.849  -0.056
C  -1.858  5.632  -0.506  -0.117
C  1.593  -3.366  -0.622  -0.410
O  1.104  -2.339  -0.060  -0.292
H  2.878  4.931  3.659  0.097
H  -4.751  -2.833  1.247  0.099
H  0.625  3.365  -3.840  0.114
C  2.339  3.224  2.496  -0.583
C  -4.064  -2.700  0.425  -0.017
C  1.626  -2.383  -2.981  -0.136
C  -1.677  -0.155  4.205  -0.044
C  -3.155  -1.652  3.073  -0.019
C  1.874  -3.446  -2.032  -0.150
C  0.953  -0.386  -3.977  -0.249
C  2.182  1.812  2.383  -0.549
H  -3.959  -2.374  3.098  0.097
N  -1.505  -0.461  1.846  0.051
H  1.691  -4.489  1.203  0.104
C  -1.096  0.109  2.972  -0.117
H  -2.382  6.359  0.107  0.092
C  1.898  -4.542  0.141  -0.031
O  1.764  1.244  1.325  -0.383
C  -1.927  4.305  -0.176  -0.037
Cl  2.358  -0.626  3.538  0.684
H  -0.111  -0.322  -4.236  0.113
H  3.130  -6.621  -2.247  0.081
H  2.644  -6.527  0.200  0.092